Entry 1:
3 unconnected molecules or ions with the total composition C16H32NO7, computed with ωB97M-V with the def2-TZVPD basis set.

Geometry (Å):
O (-3.211747, 1.826086, 2.037899)
H (-3.394165, 5.533483, 1.138565)
H (-1.293885, -2.876868, 4.599069)
H (0.837021, -3.375664, 5.820853)
H (-1.073608, -1.920066, -4.442624)
O (1.289917, -3.034618, 3.896133)
H (0.324983, 0.724375, 2.135284)
H (4.942835, -1.306030, -2.526203)
H (-1.066291, -1.794675, 5.978329)
C (-1.394756, -1.089666, -3.811549)
C (-0.674752, -2.074542, 5.000528)
O (-1.085789, 1.911308, 1.288560)
H (0.531442, 2.040361, -1.655948)
H (1.303052, 0.615988, -0.976804)
C (-3.913073, 3.665316, 0.209623)
C (0.758453, -2.529493, 5.143023)
H (2.686700, 2.231422, -2.463281)
N (-0.064469, 0.229525, -2.463794)
C (2.237839, 1.291095, -2.780013)
H (2.705677, -0.823955, -4.254072)
C (-1.615075, -1.513185, -2.346335)
O (-2.572167, 3.125626, 0.298412)
C (1.688310, -2.126849, 3.028814)
H (-0.844827, -0.389945, -0.546192)
H (-1.347057, 0.114744, 2.314650)
H (0.367402, 0.229329, -4.470318)
H (-0.939358, -2.348034, -2.149456)
C (-2.377871, 2.255555, 1.288521)
H (-1.924349, 0.483164, -1.603489)
H (-4.629108, 2.851519, 0.316377)
H (-3.973653, 4.058829, -0.802922)
H (3.090175, -2.489814, 0.169272)
O (3.219813, 0.310101, -2.605451)
C (-0.264744, -0.131324, -3.670609)
C (0.999266, 1.087451, -1.913108)
H (2.044172, -1.395379, -2.719429)
C (-0.707180, 0.995983, 2.331343)
C (-1.145243, -0.286117, -1.585293)
H (1.735805, -1.365418, 0.472337)
H (-0.779704, 1.476846, 3.304365)
C (2.599018, -1.870282, 0.914042)
C (2.935371, -0.953695, -3.186393)
H (-2.618598, -1.826774, -2.076956)
O (2.172100, -2.753151, 1.946683)
H (-4.108314, 4.346913, 2.244704)
H (-5.129092, 5.194178, 1.078402)
C (-4.146061, 4.750233, 1.234158)
H (1.404962, -1.730916, 5.503619)
H (4.479167, -2.275745, -3.945218)
H (3.888115, -2.703567, -2.339949)
O (1.642861, -0.927257, 3.152974)
H (-2.258029, -0.645100, -4.313929)
H (-0.748981, -1.208697, 4.343998)
H (1.983788, 1.414193, -3.842241)
C (4.139772, -1.870995, -2.995151)
H (3.293930, -1.125802, 1.296190)

Forces on the atoms, in the same order (eV/Å):
O -0.0275 -0.0088 0.0364
H -0.0223 0.0185 -0.0174
H -0.0069 -0.0112 0.0288
H 0.0075 -0.0163 -0.0246
H -0.0764 0.0114 -0.0640
O -0.0169 -0.0524 0.0238
H -0.0329 0.0205 0.0226
H 0.0663 0.0026 -0.1037
H -0.0038 -0.0021 0.0048
C 0.1369 -0.3431 0.0051
C -0.0114 -0.0076 -0.0890
O 0.0927 -0.0655 -0.1337
H -0.0190 -0.0119 -0.0220
H 0.0007 0.0341 0.0121
C -0.1318 0.0464 -0.0636
C 0.0059 0.0022 0.1622
H 0.0181 -0.0119 0.0298
N -0.0408 -0.1216 0.0033
C -0.0255 0.0411 -0.1247
H 0.0426 0.0892 0.0112
C 0.3046 -0.1731 0.0345
O 0.0154 -0.0306 -0.0424
C 0.1120 -0.0070 -0.1419
H 0.3383 -0.2247 -0.1200
H -0.0167 0.0068 0.0159
H 0.0200 -0.0395 -0.0191
H -0.0664 -0.0216 0.1387
C -0.0052 0.0021 -0.0077
H 0.0340 0.0509 0.1353
H 0.0259 -0.0174 0.0373
H 0.0386 -0.0020 -0.0011
H -0.0284 -0.0400 0.0144
O -0.0217 -0.0215 0.1045
C 0.0736 0.0984 -0.0922
C -0.0258 0.1165 0.1144
H 0.0337 0.0185 0.0623
C 0.0896 -0.0058 -0.0345
C -0.6545 0.4008 0.0681
H 0.0165 0.0278 0.0044
H -0.0523 0.0040 0.0026
C 0.0974 -0.0236 -0.0657
C -0.0372 -0.1254 -0.1122
H -0.0811 0.1287 -0.1557
O -0.0698 0.0140 0.0174
H -0.0225 -0.0121 -0.0056
H -0.0058 -0.0003 -0.0015
C 0.0910 -0.0072 0.0419
H -0.0060 0.0248 -0.0501
H 0.1068 0.0165 0.0294
H 0.0765 -0.0299 -0.0154
O -0.0748 0.0269 0.0727
H 0.0253 0.1905 0.1292
H 0.0176 0.0068 0.0206
H -0.0163 -0.0042 0.0207
C -0.2717 0.0166 0.1063
H -0.0162 0.0219 -0.0028

Calculated values
Gap between HOMO and LUMO   9.3 eV
DFT total energy   -32927.2230 eV
Highest occupied orbital energy   -13.20 eV
Spin multiplicity   1
ΔE to the lowest compared entry with this formula, charge and spin   0.0000 eV
Net charge   +1


Entry 2:
A molecular structure, C16H32O12 at a distorted geometry, computed with ωB97M-V with the def2-TZVPD basis set.

Geometry (Å):
H (-4.840179, -1.723136, -1.778668)
C (-4.179159, -0.856516, -1.790178)
O (-2.575949, -3.185446, -1.414708)
H (-1.008279, 0.025724, -3.057048)
H (-4.699589, 0.043634, -1.463088)
C (2.805211, -2.260856, 2.517112)
H (2.534981, -2.893206, 3.362802)
H (-1.216359, -4.197896, 0.095742)
H (0.878781, -4.484706, -0.448298)
H (-0.730999, -0.901326, -0.189148)
H (-3.325879, -1.098266, 2.987762)
H (2.270471, -2.764716, 1.711952)
H (0.462521, 5.933434, -3.678048)
C (-1.163779, 0.148764, -1.985238)
H (2.009221, 6.546944, -3.037218)
H (-2.604169, -2.000896, 1.644882)
C (1.926771, -0.966666, -0.311378)
C (-2.532179, -1.090996, 2.240712)
O (-2.925059, -0.917356, -1.069178)
C (1.423121, 5.652084, -3.246538)
H (3.882951, -2.175706, 2.378072)
H (-0.899239, 1.139614, -1.616018)
C (-0.582669, 3.677264, 0.549532)
O (1.015531, -0.368336, -1.092368)
O (-1.384839, -2.152016, 0.120932)
H (1.529601, -2.960326, 0.250322)
H (-0.125999, 3.149924, 1.387072)
C (-1.580619, 2.683974, -0.039408)
C (0.564911, 4.997634, -1.087818)
H (0.777601, -3.086046, -1.354558)
H (2.409111, -0.057136, 2.169922)
C (2.258691, -0.904516, 2.838812)
C (-0.345859, -0.825786, -1.206038)
O (1.240081, 4.752034, -2.190758)
H (-0.508649, -1.840546, -1.569168)
H (-1.211469, 1.809034, -0.574478)
H (4.158071, 0.327004, 1.403862)
C (-2.299249, -2.149366, -0.860138)
O (-1.267219, -0.933206, 2.915052)
O (1.756091, -1.983806, 0.361442)
H (-3.828039, -0.795696, -2.820288)
H (2.047201, 5.046304, -3.903538)
H (-2.243119, 0.137564, -1.833608)
C (-0.627599, -3.328306, 0.387762)
H (5.088611, -0.225456, 0.051252)
O (0.372011, 3.854084, -0.464008)
O (0.326701, 6.099444, -0.663468)
C (0.717381, -3.414746, -0.317048)
O (0.881791, -0.993576, 3.192862)
H (-2.168139, 3.238984, -0.770768)
O (-0.003979, -1.214996, 1.030742)
O (3.080871, -0.170986, -0.326548)
H (-2.721459, -0.266506, 1.553332)
H (2.738311, -0.645936, 3.782842)
H (4.181381, -1.357236, 1.156082)
C (4.170171, -0.416026, 0.606452)
H (-2.203799, 2.276444, 0.756622)
H (-1.015319, 4.558664, 1.022882)
H (-0.504939, -3.449816, 1.464002)
C (-0.184359, -1.040496, 2.217932)

Forces on the atoms, in the same order (eV/Å):
H 0.3898 -0.1759 0.7003
C 0.7535 -0.5030 -1.0225
O -0.7403 1.0350 -0.9381
H 0.3865 0.5133 -0.2672
H 0.2308 -0.1263 -0.0126
C -0.5005 -1.3731 1.0891
H 0.6430 0.0977 0.5805
H -0.2799 0.2559 -0.1195
H -0.4411 -0.7959 -0.1614
H 0.9888 2.5002 -2.4792
H 0.4203 0.1314 0.2479
H 1.2965 0.1724 1.1745
H 0.1169 -0.0417 -0.1548
C 1.6460 2.3620 -2.2661
H -0.2011 0.0486 0.6111
H 0.1845 0.1446 0.6803
C 0.4740 0.9108 0.5996
C -0.8102 0.0803 -0.0998
O -2.3913 -4.7667 4.3098
C 0.4301 0.2286 -0.5100
H -0.3027 -0.8636 0.4767
H 0.7947 -0.5079 -1.6331
C -0.4181 -1.8769 0.7984
O 1.6779 -0.3912 -0.2873
O -7.1156 -4.1264 -0.3210
H -1.4780 -7.5863 -1.3854
H 0.6675 0.1236 -0.0475
C -0.9221 0.8017 0.4166
C 0.7112 1.5657 0.7149
H -0.1132 0.2300 0.2674
H -0.0936 -0.4191 -0.2796
C -0.5343 0.1576 0.5514
C -0.4465 1.9578 -1.0637
O 0.1385 -1.4748 0.1454
H 1.6164 0.6581 -1.0052
H 0.5178 1.0777 1.1717
H -0.2272 0.3445 -0.2072
C -1.8793 -2.6705 0.4463
O -1.5017 -0.1275 0.3597
O 8.3807 16.4115 -0.6189
H -0.5673 0.4341 -0.3033
H -0.3815 0.2803 -0.5076
H 2.2671 0.9359 -0.8133
C -0.2221 -2.1009 -0.9236
H -0.1106 -0.3652 -0.1077
O 0.6190 -0.2524 -0.4117
O -0.7355 0.0769 -0.0897
C -3.8687 -8.2347 -3.1562
O -2.6673 0.1242 -0.9722
H -0.4788 -0.1766 0.0007
O 0.9662 4.4397 8.8892
O -0.9370 -1.4066 -0.0030
H 0.2376 0.1358 0.0515
H -0.0931 0.4275 0.0697
H -0.0623 0.2061 -1.4352
C 0.1410 0.5548 -0.3238
H -0.3948 0.2508 0.0329
H -0.0099 0.3651 -0.8163
H -0.0831 0.4847 0.1094
C 4.3126 -0.1620 0.2484

Calculated values
Gap between HOMO and LUMO   7.7 eV
DFT total energy   -41663.9567 eV
Highest occupied orbital energy   -7.17 eV
Spin multiplicity   1
ΔE to the lowest compared entry with this formula, charge and spin   16.8992 eV